Record 1
This record from the Open Molecules 2025 dataset describes a cluster of 2 separate species, C3H11NOS2 in total at a distorted geometry. The level of theory is ωB97M-V/def2-TZVPD.

```
! RIJCOSX wB97M-V def2-TZVPD def2/J DEFGRID3
* xyz 0 1
C 1.9731 -2.1027 -0.4649
N 1.3739 -0.8185 -0.1277
C 1.5955 0.2179 -1.1127
C 0.7469 1.4710 -0.8400
S -0.9574 1.1911 -0.2973
S -1.9568 1.4231 -2.1176
H 1.2865 -2.7858 -0.9789
H 2.7948 -1.9328 -1.1617
H 2.3870 -2.5902 0.4081
H 0.3988 -0.8989 0.1196
H 1.3431 -0.1490 -2.1181
H 2.6371 0.5061 -0.9910
H 1.1800 2.0627 -0.0324
H 0.7682 2.0730 -1.7393
H -2.8192 0.4182 -1.9138
O -4.4426 0.5434 4.7967
H -4.5412 0.1503 3.9227
H -3.7679 1.2210 4.6483
*
```

The total energy is -1047.24078 Ha. As for the SMILES: CNCCSS.O. The energy relative to the best compared isomer or geometry (same formula, charge and spin) is 0.723 eV. The orbital gap comes out at 8.861 eV. The calculation puts the HOMO energy at -8.5 eV. The value obtained for the LUMO energy is 0.35 eV.

=====

Record 2
This record from the Open Molecules 2025 dataset describes a structure of composition C3H11NOSi3 at a distorted geometry. The level of theory is ωB97M-V/def2-TZVPD.

```
! RIJCOSX wB97M-V def2-TZVPD def2/J DEFGRID3
* xyz 0 1
C -0.4494 0.2795 -1.5159
C 0.5666 1.2205 -1.0279
C 1.1570 -0.8802 2.1246
N -0.2866 -0.8090 -0.5023
O -1.1853 0.2328 -2.4800
Si -0.3371 2.6387 -0.2895
Si 1.2016 -0.1493 0.2076
Si -1.3856 -2.1256 -0.6502
H 1.1779 1.5447 -1.8032
H 2.2849 -0.5744 2.6928
H -1.3939 3.4168 -1.1282
H 0.7822 3.5259 0.3584
H -0.8434 1.8323 0.9266
H 1.0971 -1.9238 2.1281
H 0.0047 -0.9233 2.6457
H 2.6661 0.3155 0.3582
H -2.1107 -2.3392 0.5904
H -0.7450 -3.4217 -0.8027
H -2.2010 -1.8602 -1.8328
*
```

The total energy is -1119.26584 Ha. The energy relative to the best compared isomer or geometry (same formula, charge and spin) is 1.872 eV. The orbital gap comes out at 9.368 eV. The calculation puts the HOMO energy at -9.7 eV. The value obtained for the LUMO energy is -0.35 eV.

=====

Please write out number 1 again, unchanged.
This record from the Open Molecules 2025 dataset describes a cluster of 2 separate species, C3H11NOS2 in total at a distorted geometry. The level of theory is ωB97M-V/def2-TZVPD.

```
! RIJCOSX wB97M-V def2-TZVPD def2/J DEFGRID3
* xyz 0 1
C 1.9731 -2.1027 -0.4649
N 1.3739 -0.8185 -0.1277
C 1.5955 0.2179 -1.1127
C 0.7469 1.4710 -0.8400
S -0.9574 1.1911 -0.2973
S -1.9568 1.4231 -2.1176
H 1.2865 -2.7858 -0.9789
H 2.7948 -1.9328 -1.1617
H 2.3870 -2.5902 0.4081
H 0.3988 -0.8989 0.1196
H 1.3431 -0.1490 -2.1181
H 2.6371 0.5061 -0.9910
H 1.1800 2.0627 -0.0324
H 0.7682 2.0730 -1.7393
H -2.8192 0.4182 -1.9138
O -4.4426 0.5434 4.7967
H -4.5412 0.1503 3.9227
H -3.7679 1.2210 4.6483
*
```

The total energy is -1047.24078 Ha. As for the SMILES: CNCCSS.O. The energy relative to the best compared isomer or geometry (same formula, charge and spin) is 0.723 eV. The orbital gap comes out at 8.861 eV. The calculation puts the HOMO energy at -8.5 eV. The value obtained for the LUMO energy is 0.35 eV.